[1]
The following is a DFT calculation (ωB97M-V/def2-TZVPD) of 2 unconnected molecules or ions with the total composition ClN2O2.

Atoms and positions in Å:
N1 -0.090 -1.029 -0.117
N2 0.589 0.003 0.009
O1 0.193 1.114 0.250
O2 1.830 -0.230 -0.092
Cl1 -2.522 0.142 -0.050

Forces on atoms 1 to 3 (eV/Å):
N -1.9 -0.7 -0.3
N 1.4 1.0 0.4
O -0.6 1.6 0.2

* lowest unoccupied orbital energy (alpha / beta): 3.01 / 1.62 eV
* HOMO energy (alpha / beta): -5.4 / -4.8 eV
* total charge: -1

[2]
The following is a DFT calculation (ωB97M-V/def2-TZVPD) of a gas-phase ion, ClN2O5S (charge -1).

Atoms and positions in Å:
O1 -1.162 1.638 -0.256
N1 -1.080 0.858 0.655
O2 -1.721 0.907 1.680
N2 -0.199 -0.090 0.370
Cl1 0.303 -1.291 1.895
S1 0.831 -0.456 -0.941
O3 1.778 0.712 -0.896
O4 -0.115 -0.516 -1.986
O5 1.364 -1.762 -0.521

Forces on atoms 1 to 3 (eV/Å):
O -0.4 1.3 -1.2
N 0.0 0.4 -0.1
O 0.2 -0.6 0.6

* lowest unoccupied orbital energy: 2.08 eV
* structure (SMILES): O=[N+]([O-])N(Cl)S(=O)(=O)[O-]
* HOMO energy: -6.1 eV
* total charge: -1

[3]
The following is a DFT calculation (ωB97M-V/def2-TZVPD) of ClNO2S in the gas phase.

Atoms and positions in Å:
O1 0.907 -0.033 -0.905
N1 -0.114 0.253 -0.352
S1 -1.169 1.406 -0.647
O2 -0.486 -0.296 0.822
Cl1 0.613 -1.486 1.523

Forces on atoms 1 to 3 (eV/Å):
O -0.2 -0.7 0.4
N 1.4 1.2 -1.1
S -1.1 1.0 -0.8

* lowest unoccupied orbital energy: -1.43 eV
* structure (SMILES): [O-][N+](=S)OCl
* HOMO energy: -9.9 eV

[4]
The following is a DFT calculation (ωB97M-V/def2-TZVPD) of 2 unconnected molecules or ions with the total composition ClNO4S.

Atoms and positions in Å:
N1 -1.506 1.267 -0.298
O1 -0.649 1.282 0.526
O2 -2.484 0.596 -0.506
O3 3.661 -1.189 0.285
O4 1.375 -0.624 -0.335
S1 2.623 -0.198 0.230
Cl1 -3.021 -1.134 0.097

Forces on atoms 1 to 3 (eV/Å):
N 3.1 3.0 1.3
O -1.5 -1.3 -0.8
O -2.1 -1.8 -1.1

* lowest unoccupied orbital energy (alpha / beta): -2.07 / -2.07 eV
* HOMO energy (alpha / beta): -10.6 / -10.6 eV

[5]
The following is a DFT calculation (ωB97M-V/def2-TZVPD) of 2 unconnected molecules or ions with the total composition ClNO4S.

Atoms and positions in Å:
N1 -0.903 0.987 -0.314
O1 -1.255 1.678 0.591
O2 -1.412 -0.048 -0.637
O3 2.215 -1.776 0.062
O4 1.593 0.564 -0.171
S1 2.546 -0.370 0.262
Cl1 -2.782 -1.035 0.208

Forces on atoms 1 to 3 (eV/Å):
N 0.0 4.2 2.1
O 0.4 -0.7 -0.5
O -1.0 -4.3 -2.0

* lowest unoccupied orbital energy (alpha / beta): -1.85 / -1.84 eV
* HOMO energy (alpha / beta): -10.7 / -10.7 eV

[6]
The following is a DFT calculation (ωB97M-V/def2-TZVPD) of a molecular structure, ClNO4S.

Atoms and positions in Å:
N1 -1.797 -0.477 -0.178
O1 -1.673 -0.709 0.939
O2 -1.635 0.344 -0.954
O3 0.887 -0.977 0.009
O4 3.215 -0.386 0.331
S1 1.870 0.027 0.039
Cl1 -0.866 2.178 -0.186

Forces on atoms 1 to 3 (eV/Å):
N -1.2 -3.5 0.3
O 0.3 0.4 1.8
O 0.5 2.7 -2.3

* lowest unoccupied orbital energy (alpha / beta): -2.34 / -1.82 eV
* HOMO energy (alpha / beta): -10.7 / -11.0 eV

[7]
The following is a DFT calculation (ωB97M-V/def2-TZVPD) of a molecular structure, ClNO7Rb.

Atoms and positions in Å:
Rb1 -23.574 -2.420 -23.456
Cl1 -27.721 2.204 -20.456
O1 -27.666 2.575 -19.086
O2 -29.057 1.972 -21.127
O3 -27.125 3.355 -21.161
O4 -26.785 1.082 -20.656
N1 -22.880 0.233 -20.802
O5 -22.528 -0.816 -21.425
O6 -23.765 0.093 -19.937
O7 -22.290 1.276 -21.122

Forces on atoms 1 to 3 (eV/Å):
Rb 0.1 0.7 0.8
Cl 2.5 1.3 -4.1
O -1.9 -0.6 1.6

* lowest unoccupied orbital energy: 0.51 eV
* HOMO energy: -4.8 eV
* total charge: -1

[8]
The following is a DFT calculation (ωB97M-V/def2-TZVPD) of a molecular structure, ClNaO4.

Atoms and positions in Å:
Na1 -4.733 -10.568 21.247
Cl1 -4.728 -9.537 17.664
O1 -5.585 -8.682 18.500
O2 -5.582 -10.627 17.468
O3 -4.499 -9.023 16.354
O4 -3.588 -9.871 18.582

Forces on atoms 1 to 3 (eV/Å):
Na 0.1 0.1 -0.2
Cl 3.7 1.2 0.1
O -0.8 0.5 0.0

* lowest unoccupied orbital energy (alpha / beta): -5.43 / -9.16 eV
* expectation value of S²: 0.76
* HOMO energy (alpha / beta): -16.7 / -16.3 eV
* total charge: +1
* spin multiplicity: 2

[9]
The following is a DFT calculation (ωB97M-V/def2-TZVPD) of a molecular structure, ClNi.

Atoms and positions in Å:
Ni1 -15.482 -5.345 9.059
Cl1 -14.227 -3.489 9.589

Forces on the atoms, in the same order (eV/Å):
Ni 1.4 2.1 0.6
Cl -1.4 -2.1 -0.6

* lowest unoccupied orbital energy (alpha / beta): -7.91 / -9.75 eV
* expectation value of S²: 2.01
* HOMO energy (alpha / beta): -17.3 / -16.8 eV
* total charge: +1
* spin multiplicity: 3

[10]
The following is a DFT calculation (ωB97M-V/def2-TZVPD) of a molecular structure, ClO4Ti.

Atoms and positions in Å:
Ti1 1.713 -1.223 -1.157
Cl1 -0.380 0.285 0.257
O1 -0.009 -1.141 0.455
O2 -1.719 0.449 0.604
O3 0.515 1.078 1.003
O4 -0.120 0.552 -1.163

Forces on atoms 1 to 3 (eV/Å):
Ti -1.5 0.6 0.7
Cl 1.0 -0.5 -0.5
O 1.0 -0.4 -0.8

* lowest unoccupied orbital energy (alpha / beta): -0.87 / -0.48 eV
* expectation value of S²: 3.75
* HOMO energy (alpha / beta): -7.6 / -11.0 eV
* spin multiplicity: 4

[11]
The following is a DFT calculation (ωB97M-V/def2-TZVPD) of a molecular structure, CoH47O24.

Atoms and positions in Å:
Co1 2.004 -1.476 -0.729
O1 0.571 -0.189 -0.249
H1 0.169 -0.268 0.638
O2 3.563 -0.153 -0.956
H2 3.659 0.565 -1.582
H3 4.422 -0.226 -0.541
O3 -0.528 1.699 -2.094
H4 -0.011 1.186 -1.472
H5 -1.420 1.364 -1.998
O4 2.204 -1.953 1.245
H6 2.173 -2.847 1.586
H7 1.989 -1.402 1.997
O5 -1.798 0.230 0.778
H8 -0.984 0.077 0.299
H9 -1.516 0.539 1.639
O6 -1.163 3.681 -0.357
H10 -0.820 4.448 -0.815
H11 -0.851 2.935 -0.869
O7 -3.457 -3.289 0.217
H12 -2.700 -3.851 0.380
H13 -3.518 -3.239 -0.737
O8 -0.868 -2.152 3.860
H14 -0.508 -2.024 4.737
H15 -0.150 -1.925 3.270
O9 0.317 -2.991 -0.836
H16 -0.495 -2.634 -1.196
H17 0.035 -3.726 -0.292
O10 -4.545 1.216 1.273
H18 -3.629 0.944 1.215
H19 -4.536 2.143 1.038
O11 1.471 2.175 0.852
H20 0.854 2.321 1.569
H21 1.118 1.420 0.381
O12 -0.475 4.303 2.454
H22 -0.561 4.140 1.515
H23 -0.632 5.242 2.549
O13 3.736 2.500 2.684
H24 3.213 2.439 3.484
H25 3.091 2.533 1.978
O14 -0.448 -2.297 -4.270
H26 -1.325 -1.915 -4.267
H27 -0.590 -3.224 -4.463
O15 -0.869 1.566 3.183
H28 -1.025 2.384 2.711
H29 -1.178 1.740 4.072
O16 -0.585 1.074 -5.222
H30 -0.255 1.565 -4.470
H31 -0.187 1.500 -5.981
O17 3.355 -3.003 -1.139
H32 3.918 -3.606 -0.653
H33 3.574 -3.159 -2.057
O18 -2.952 0.918 -1.898
H34 -2.716 0.501 -1.070
H35 -3.127 0.188 -2.492
O19 2.201 4.181 -1.205
H36 1.875 3.507 -0.608
H37 2.685 4.785 -0.643
O20 -0.853 3.974 -3.573
H38 -0.900 4.786 -3.068
H39 -0.697 3.293 -2.919
O21 1.858 -1.280 -2.835
H40 1.025 -1.313 -3.305
H41 2.512 -1.123 -3.516
O22 1.233 -0.325 3.212
H42 1.567 -0.205 4.101
H43 0.317 -0.051 3.261
O23 -0.328 -4.999 0.795
H44 -0.939 -4.899 1.526
H45 -0.040 -5.910 0.845
O24 -2.000 -4.338 2.726
H46 -2.910 -4.408 3.016
H47 -1.620 -3.665 3.290

Forces on atoms 1 to 3 (eV/Å):
Co -1.6 0.1 0.1
O 0.2 0.4 0.2
H 1.8 -0.8 -0.4

* lowest unoccupied orbital energy (alpha / beta): -3.14 / -3.14 eV
* expectation value of S²: 3.75
* HOMO energy (alpha / beta): -12.5 / -12.5 eV
* total charge: +1
* spin multiplicity: 4

[12]
The following is a DFT calculation (ωB97M-V/def2-TZVPD) of a molecular structure, CrCuH22O19S2.

Atoms and positions in Å:
Cu1 -0.128 1.050 2.477
Cr1 -0.642 2.871 -0.189
S1 -0.535 -0.617 0.091
O1 -0.471 0.872 0.014
O2 -1.920 -1.076 -0.031
O3 0.353 -1.196 -0.921
O4 0.012 -0.938 1.450
S2 1.004 3.622 2.713
O5 2.184 4.253 2.134
O6 0.207 4.512 3.542
O7 0.092 3.092 1.582
O8 1.352 2.357 3.444
O9 2.440 0.552 -1.597
H1 3.042 0.510 -0.840
H2 1.703 -0.067 -1.358
O10 1.494 2.793 -0.967
H3 2.071 3.291 -0.362
H4 1.939 1.917 -1.108
O11 2.537 -1.929 1.905
H5 2.786 -2.436 1.123
H6 1.603 -1.665 1.746
O12 1.726 -2.780 -2.809
H7 1.154 -2.674 -3.575
H8 1.220 -2.403 -2.059
O13 -3.523 -1.395 -2.424
H9 -3.126 -0.682 -1.915
H10 -3.236 -2.191 -1.963
O14 -0.684 -2.928 3.283
H11 -0.475 -2.279 2.573
H12 0.077 -2.896 3.872
O15 -2.088 -3.865 -0.350
H13 -1.382 -4.126 0.253
H14 -2.068 -2.883 -0.341
O16 -1.341 2.497 -2.167
H15 -1.687 3.073 -2.858
H16 -1.116 1.637 -2.637
O17 -0.302 0.405 -3.518
H17 -0.457 -0.403 -2.995
H18 0.615 0.651 -3.309
O18 2.683 0.992 1.237
H19 2.727 1.512 2.061
H20 2.568 0.072 1.526
O19 -4.354 -0.575 1.346
H21 -4.576 0.275 0.953
H22 -3.479 -0.803 0.969

Forces on atoms 1 to 3 (eV/Å):
Cu 0.9 -0.1 0.0
Cr 1.7 -0.5 -0.2
S 0.2 0.0 0.9

* lowest unoccupied orbital energy (alpha / beta): 0.95 / 0.90 eV
* expectation value of S²: 6.01
* HOMO energy (alpha / beta): -6.5 / -6.6 eV
* total charge: -1
* spin multiplicity: 5

| no. | F_max (hartree/bohr) |
| --- | --- |
| 1 | 0.0407 |
| 2 | 0.1286 |
| 3 | 0.0615 |
| 4 | 0.0874 |
| 5 | 0.0938 |
| 6 | 0.0724 |
| 7 | 0.0964 |
| 8 | 0.0759 |
| 9 | 0.0499 |
| 10 | 0.0345 |
| 11 | 0.0395 |
| 12 | 0.0397 |